C36H80F2N5O4S2 | ωB97M-V with the def2-TZVPD basis set

Summary:
Total charge: +3
HOMO level, eV: -15.94
Electronic energy, eV: -81352.551
Frontier orbital gap, eV: 11.02

Each line ends with the Löwdin charge.
CARTESIAN COORDINATES (ANGSTROEM)
1 N -0.350 -0.557 -1.453  -0.285
2 S -1.325 -1.221 -0.385  0.557
3 O -1.862 -2.459 -0.890  -0.305
4 O -2.272 -0.335 0.294  -0.319
5 F -0.329 -1.807 0.775  -0.206
6 S 0.469 0.689 -0.895  0.509
7 O 0.237 1.137 0.427  -0.269
8 O 0.681 1.606 -1.979  -0.312
9 F 1.944 -0.035 -0.705  -0.223
10 C -5.540 -2.796 1.206  -0.089
11 C -5.004 -3.865 0.231  -0.228
12 C -3.965 -4.667 0.947  -0.156
13 N -3.566 -5.908 0.194  -0.258
14 C -2.892 -5.546 -1.142  -0.092
15 C -2.367 -6.815 -1.863  -0.153
16 C -1.285 -7.564 -1.059  -0.180
17 C -1.870 -7.860 0.314  -0.179
18 C -2.463 -6.638 1.011  -0.091
19 C -4.785 -6.838 0.059  0.038
20 H -4.767 -2.075 1.385  0.050
21 H -5.807 -3.275 2.202  0.109
22 H -6.313 -2.197 0.770  0.068
23 H -4.702 -3.260 -0.647  0.124
24 H -5.867 -4.560 0.036  0.116
25 H -4.374 -5.095 1.923  0.159
26 H -3.014 -4.182 1.102  0.126
27 H -2.052 -4.878 -0.937  0.113
28 H -3.600 -4.949 -1.746  0.137
29 H -1.977 -6.535 -2.852  0.126
30 H -3.250 -7.448 -2.068  0.113
31 H -0.392 -6.941 -0.988  0.116
32 H -0.932 -8.499 -1.554  0.135
33 H -1.147 -8.407 0.921  0.125
34 H -2.689 -8.638 0.180  0.132
35 H -1.646 -5.926 1.100  0.132
36 H -2.959 -6.838 1.999  0.149
37 H -4.510 -7.762 -0.465  0.091
38 H -5.576 -6.322 -0.505  0.102
39 H -5.095 -7.121 1.084  0.124
40 C -1.885 3.001 -2.427  -0.110
41 C -2.442 3.431 -1.156  -0.274
42 C -3.667 2.662 -0.842  -0.122
43 N -4.598 3.332 0.173  -0.242
44 C -5.567 2.248 0.688  -0.085
45 C -4.930 1.214 1.629  -0.160
46 C -4.357 1.885 2.846  -0.149
47 C -3.282 2.963 2.404  -0.131
48 C -3.886 3.971 1.451  -0.070
49 C -5.415 4.338 -0.533  -0.001
50 H -0.920 3.443 -2.649  0.068
51 H -2.590 3.307 -3.245  0.115
52 H -1.711 1.929 -2.362  0.065
53 H -2.667 4.461 -1.164  0.098
54 H -1.656 3.345 -0.412  0.121
55 H -3.322 1.677 -0.552  0.107
56 H -4.335 2.427 -1.681  0.147
57 H -5.936 1.783 -0.192  0.120
58 H -6.387 2.883 1.070  0.144
59 H -4.114 0.738 1.154  0.060
60 H -5.769 0.490 1.742  0.137
61 H -3.856 1.166 3.544  0.134
62 H -5.115 2.393 3.369  0.097
63 H -2.404 2.515 1.896  0.120
64 H -2.790 3.512 3.188  0.117
65 H -3.045 4.600 1.100  0.127
66 H -4.633 4.736 1.798  0.149
67 H -6.115 4.714 0.202  0.106
68 H -5.949 3.873 -1.328  0.102
69 H -4.783 5.132 -1.007  0.133
70 C 3.031 3.690 5.850  -0.096
71 C 4.147 2.771 6.280  -0.243
72 C 3.893 1.418 5.680  -0.166
73 N 4.871 0.260 5.857  -0.259
74 C 4.403 -0.997 4.985  -0.058
75 C 4.581 -0.822 3.491  -0.170
76 C 6.047 -0.518 3.123  -0.167
77 C 6.399 0.817 3.818  -0.145
78 C 6.283 0.620 5.351  -0.081
79 C 4.889 0.021 7.351  0.031
80 H 2.030 3.212 5.919  0.089
81 H 3.031 3.936 4.774  0.082
82 H 3.083 4.669 6.404  0.107
83 H 4.104 2.734 7.369  0.116
84 H 5.132 3.075 5.996  0.107
85 H 3.807 1.497 4.587  0.120
86 H 2.900 1.014 6.012  0.152
87 H 3.393 -1.290 5.339  0.141
88 H 5.046 -1.758 5.415  0.130
89 H 3.969 -0.073 2.993  0.117
90 H 4.272 -1.733 3.009  0.119
91 H 6.092 -0.375 2.017  0.131
92 H 6.714 -1.324 3.395  0.116
93 H 5.703 1.560 3.499  0.096
94 H 7.356 1.248 3.512  0.130
95 H 6.526 1.518 5.923  0.127
96 H 6.901 -0.248 5.615  0.138
97 H 5.037 0.968 7.832  0.088
98 H 5.731 -0.699 7.529  0.128
99 H 3.906 -0.414 7.613  0.123
100 C -0.029 -0.237 -5.737  -0.111
101 C 1.295 0.321 -5.582  -0.251
102 C 1.211 1.857 -5.512  -0.126
103 N 2.452 2.640 -5.253  -0.242
104 C 3.361 1.818 -4.264  -0.049
105 C 4.803 2.350 -4.086  -0.154
106 C 5.418 2.512 -5.436  -0.183
107 C 4.587 3.471 -6.357  -0.169
108 C 3.226 2.893 -6.609  -0.087
109 C 2.130 4.011 -4.841  -0.005
110 H -0.478 -0.128 -6.718  0.093
111 H -0.723 0.262 -5.078  0.078
112 H -0.057 -1.278 -5.435  0.093
113 H 1.998 -0.065 -6.323  0.124
114 H 1.684 -0.122 -4.641  0.120
115 H 0.515 2.100 -4.735  0.110
116 H 0.785 2.259 -6.399  0.132
117 H 3.431 0.852 -4.682  0.098
118 H 2.710 1.802 -3.390  0.116
119 H 5.375 1.703 -3.368  0.147
120 H 4.751 3.311 -3.647  0.096
121 H 5.410 1.555 -5.965  0.119
122 H 6.449 2.894 -5.449  0.129
123 H 5.075 3.641 -7.329  0.135
124 H 4.626 4.483 -5.879  0.125
125 H 3.350 1.853 -6.990  0.143
126 H 2.547 3.515 -7.257  0.151
127 H 1.615 4.569 -5.662  0.131
128 H 3.057 4.571 -4.707  0.093
129 H 1.488 4.024 -3.941  0.115